[1]
This record from the Open Molecules 2025 dataset describes a 3-piece molecular cluster, C11H27NO10P2SSi overall in a non-equilibrium geometry. The level of theory is the ωB97M-V functional and the def2-TZVPD basis.

Last column: Mulliken charge in e.
Positions of all 53 atoms, in Å:
C 0.342 -3.022 -3.457  -1.062
C 1.789 -2.526 -3.686  -0.526
Si 2.308 -1.045 -2.646  0.009
C 3.388 -1.530 -1.183  -0.914
C 2.588 -1.898 0.077  -0.050
C 3.472 -2.436 1.189  0.131
N 4.382 -3.461 0.896  -0.453
O 3.391 -1.983 2.321  -0.561
P 3.640 0.214 -3.974  0.065
S 4.721 -1.074 -5.005  -0.389
P 0.453 0.077 -2.076  0.857
O -0.421 0.187 -3.261  -0.672
O -0.377 -0.629 -0.900  -0.356
O 0.812 1.544 -1.523  -0.485
H 0.335 -4.108 -3.509  0.356
H -0.070 -2.755 -2.493  0.127
H -0.296 -2.678 -4.257  0.375
H 1.881 -2.204 -4.716  0.414
H 2.525 -3.293 -3.484  0.456
H 4.028 -2.339 -1.522  0.471
H 4.047 -0.693 -0.963  0.403
H 2.158 -0.994 0.487  0.094
H 1.824 -2.642 -0.128  0.375
H 4.216 -4.265 1.480  0.263
H 4.416 -3.716 -0.078  0.250
H 2.891 1.072 -4.797  0.121
H 4.484 0.971 -3.143  0.086
H -1.264 -0.838 -1.211  0.312
H 0.000 1.898 -1.140  0.301
C -6.451 1.318 -0.218  -0.622
O -5.960 0.761 1.003  -0.341
C -4.717 0.299 0.931  0.814
O -4.015 0.320 -0.046  -0.552
O -4.382 -0.184 2.125  -0.317
C -3.055 -0.712 2.201  -0.523
H -7.464 1.652 -0.014  0.216
H -5.843 2.166 -0.525  0.293
H -6.466 0.567 -1.004  0.293
H -2.318 0.061 1.989  0.207
H -2.934 -1.544 1.510  0.272
H -2.922 -1.068 3.217  0.254
C -2.270 4.451 4.378  -0.649
O -1.639 3.886 3.226  -0.311
C -0.428 3.385 3.460  0.743
O 0.139 3.373 4.518  -0.537
O 0.042 2.892 2.316  -0.226
C 1.342 2.305 2.415  -0.553
H -3.237 4.817 4.046  0.219
H -2.411 3.695 5.147  0.298
H -1.683 5.278 4.771  0.300
H 1.336 1.465 3.107  0.340
H 2.081 3.039 2.730  0.350
H 1.592 1.946 1.420  0.035

The total charge is 0. Its structure (SMILES) is CC[Si@@](CCC(N)=O)([PH2]=S)P(=O)(O)O.COC(=O)OC.COC(=O)OC. For the HOMO energy, the calculation gives -8.599 eV. For the max |F|, the calculation gives 1.878 eV Å⁻¹. The value obtained for the lowest unoccupied orbital energy is 0.33 eV.

[2]
This record from the Open Molecules 2025 dataset describes one molecule with the formula C17H22N2O6S in a non-equilibrium geometry. The level of theory is the ωB97M-V functional and the def2-TZVPD basis.

Last column: Mulliken charge in e.
Positions of all 48 atoms, in Å:
C -8.190 -1.116 0.817  -1.209
C -6.846 -1.360 0.159  -0.215
O -5.968 -0.281 0.515  -0.249
C -4.814 -0.215 -0.134  0.722
O -4.441 -0.990 -0.969  -0.546
C -4.005 0.998 0.333  -1.015
N -2.762 1.080 -0.374  0.135
C -2.541 1.988 -1.397  0.338
O -3.264 2.888 -1.709  -0.598
O -1.341 1.706 -1.965  -0.461
C -0.824 0.609 -1.338  0.496
C 0.362 -0.048 -1.577  -0.671
C 0.626 -1.141 -0.767  -0.124
S 2.173 -2.016 -0.964  1.448
O 2.773 -1.618 -2.206  -0.673
O 1.980 -3.410 -0.702  -0.769
N 3.002 -1.405 0.348  -0.235
C 3.673 -0.131 0.164  0.331
C 3.798 0.591 1.506  -0.953
C 4.453 1.957 1.315  -0.569
C 5.824 1.806 0.663  -0.649
C 5.700 1.088 -0.678  -0.702
C 5.045 -0.278 -0.497  -0.917
C -0.238 -1.566 0.227  -0.881
C -1.434 -0.906 0.462  -0.760
C -1.713 0.190 -0.335  1.068
H -8.077 -1.069 1.897  0.314
H -8.613 -0.177 0.471  0.315
H -8.869 -1.925 0.565  0.386
H -6.931 -1.396 -0.931  0.316
H -6.399 -2.300 0.500  0.294
H -4.571 1.909 0.112  0.427
H -3.839 0.932 1.412  0.342
H 1.049 0.237 -2.356  0.616
H 3.573 -2.111 0.787  0.356
H 3.017 0.446 -0.497  0.183
H 4.406 -0.017 2.180  0.300
H 2.808 0.699 1.952  0.262
H 3.816 2.576 0.680  0.306
H 4.551 2.456 2.281  0.340
H 6.478 1.233 1.324  0.325
H 6.275 2.790 0.517  0.313
H 6.687 0.965 -1.127  0.349
H 5.095 1.690 -1.358  0.321
H 5.677 -0.909 0.135  0.340
H 4.918 -0.773 -1.461  0.390
H 0.041 -2.435 0.800  0.457
H -2.121 -1.239 1.222  0.409

The total charge is 0. Its structure (SMILES) is CCOC(=O)Cn1c(=O)oc2cc(S(=O)(=O)NC3CCCCC3)ccc21. For the HOMO energy, the calculation gives -8.834 eV. For the max |F|, the calculation gives 1.123 eV Å⁻¹. The value obtained for the lowest unoccupied orbital energy is 0.48 eV. The calculation puts the energy above the lowest of the compared OMol25 structures with the same formula, charge and spin at 46.8 kJ/mol.

[3]
This record from the Open Molecules 2025 dataset describes C24H22F6FeN4OS2 as an isolated structure in a non-equilibrium geometry. The level of theory is the ωB97M-V functional and the def2-TZVPD basis.

Last column: Mulliken charge in e.
Positions of all 60 atoms, in Å:
Fe 0.308 -0.605 -0.621  1.096
C -0.090 -0.803 2.780  -1.359
N 0.826 -0.825 1.673  0.736
C 2.092 -0.716 1.906  0.017
C 3.026 -0.711 0.855  0.011
C 4.440 -0.795 0.910  -1.049
C 4.875 -0.832 -0.392  -0.802
C 3.711 -0.744 -1.199  -0.402
N 2.609 -0.672 -0.465  0.049
C -0.188 0.534 3.481  0.540
C 0.044 1.720 2.796  -0.232
C -0.108 2.934 3.443  -0.464
C -0.465 2.970 4.781  -0.539
C -0.684 1.788 5.470  -0.594
C -0.559 0.574 4.819  -0.606
H 0.219 -1.549 3.523  0.529
H -1.081 -1.083 2.407  0.154
H 2.478 -0.654 2.926  0.405
H 5.035 -0.831 1.800  0.499
H 5.881 -0.915 -0.748  0.463
H 3.682 -0.726 -2.272  0.449
H 0.343 1.689 1.757  0.311
H 0.049 3.852 2.897  0.465
H -0.563 3.916 5.288  0.413
H -0.945 1.815 6.517  0.405
H -0.750 -0.347 5.350  0.419
C 1.635 0.925 -3.734  -1.290
C 0.806 -0.282 -3.922  0.406
N 0.350 -1.014 -2.954  0.528
C -0.408 -2.064 -3.396  -0.238
C -0.508 -2.141 -4.756  -0.427
S 0.347 -0.854 -5.493  -0.147
C -0.990 -2.959 -2.422  0.165
C -1.732 -4.072 -2.695  -0.548
S -2.193 -4.855 -1.245  -0.118
C -1.359 -3.634 -0.344  0.397
N -0.793 -2.723 -1.082  0.005
C -1.323 -3.674 1.134  -1.080
H 1.811 1.086 -2.669  0.126
H 1.116 1.793 -4.139  0.389
H 2.583 0.819 -4.261  0.440
H -1.029 -2.865 -5.346  0.452
H -2.023 -4.471 -3.645  0.439
H -1.533 -4.678 1.489  0.528
H -2.080 -3.007 1.545  0.231
H -0.345 -3.359 1.493  0.162
C -2.663 2.175 0.311  -1.513
C -1.634 2.028 -0.823  0.607
O -0.756 1.013 -0.624  -0.317
C -2.378 1.737 -2.155  0.380
F -3.067 0.592 -2.040  -0.257
F -1.525 1.544 -3.171  -0.142
F -3.233 2.687 -2.517  -0.266
C -0.841 3.358 -0.970  0.704
F -1.627 4.430 -1.059  -0.265
F -0.041 3.349 -2.042  -0.205
F -0.051 3.537 0.093  -0.181
H -3.252 1.263 0.378  0.440
H -3.312 3.027 0.125  0.419
H -2.132 2.309 1.251  0.259

The total charge is +1. For the HOMO energy (spin up / spin down), the calculation gives -10.713 / -10.614 eV. For the max |F|, the calculation gives 3.566 eV Å⁻¹. The value obtained for the lowest unoccupied orbital energy (spin up / spin down) is -2.94 / -5.48 eV. The calculation puts the energy above the lowest of the compared OMol25 structures with the same formula, charge and spin at 62.5 kJ/mol. The expectation value of S² is 8.76. Its spin multiplicity is 6.

[4]
This record from the Open Molecules 2025 dataset describes C23H41ClF6IN3O5PS as an isolated structure in a non-equilibrium geometry. The level of theory is the ωB97M-V functional and the def2-TZVPD basis.

Last column: Mulliken charge in e.
Positions of all 82 atoms, in Å:
C -5.740 3.843 -2.289  -1.295
C -4.535 3.534 -3.216  -0.220
C -3.914 2.173 -2.752  -1.043
C -2.385 2.080 -3.032  -0.563
O -1.768 1.747 -1.776  0.009
C -0.364 1.539 -1.893  -1.794
C -0.217 0.075 -1.301  0.444
C -1.410 -0.842 -1.651  -0.575
C -1.098 -2.324 -1.534  0.095
C 0.155 -2.993 -2.115  -1.242
N -1.961 -3.024 -0.952  -0.676
C -0.030 0.410 0.217  2.615
Cl -1.649 0.452 1.049  -0.265
C 0.743 -0.682 1.027  -1.824
C 0.268 -1.024 2.460  -1.001
C 1.441 -1.827 3.121  -0.307
C 1.236 -2.051 4.636  -0.879
C 2.209 -3.199 5.095  -1.003
C 1.460 -4.573 5.093  -0.619
C 1.603 -5.371 3.773  -0.549
O 0.309 -5.791 3.348  -0.403
C 0.075 -5.546 1.975  -0.569
C 0.559 1.935 0.229  -1.921
I -0.805 2.918 1.692  0.214
P 2.168 2.163 1.226  0.268
N 2.503 3.832 1.316  -0.509
O 1.853 1.707 2.784  -0.578
N 0.529 2.510 -1.168  1.538
C 0.298 3.991 -1.221  -0.465
C -1.148 4.535 -1.349  -0.431
F -1.098 5.807 -0.812  -0.425
S 2.116 2.390 -2.097  1.177
O 1.907 2.704 -3.465  -0.619
O 3.044 3.316 -1.581  -0.544
C 2.974 0.740 -2.122  0.348
F 4.259 1.045 -2.194  -0.260
F 2.881 -0.012 -1.037  -0.205
C 2.721 -0.164 -3.403  0.684
F 1.521 -0.041 -3.951  -0.196
F 2.852 -1.424 -3.003  -0.239
F 3.625 0.023 -4.314  -0.250
H -5.332 4.291 -1.371  0.308
H -6.481 4.501 -2.748  0.377
H -6.193 2.896 -1.971  0.332
H -3.783 4.333 -3.201  0.286
H -4.889 3.376 -4.241  0.347
H -4.155 1.941 -1.709  0.408
H -4.422 1.410 -3.357  0.360
H -2.032 3.028 -3.454  0.535
H -2.272 1.268 -3.768  0.452
H -0.272 1.519 -2.987  0.999
H 0.609 -0.514 -1.723  -0.543
H -2.321 -0.639 -1.090  0.270
H -1.646 -0.639 -2.711  0.587
H 0.952 -3.069 -1.366  0.258
H 0.537 -2.415 -2.970  0.179
H -0.132 -3.973 -2.507  0.602
H -1.659 -4.001 -0.934  0.334
H 1.827 -0.524 1.093  0.892
H 0.624 -1.615 0.453  0.082
H 0.123 -0.166 3.120  0.312
H -0.570 -1.727 2.435  0.776
H 1.697 -2.732 2.559  0.005
H 2.320 -1.158 3.032  0.248
H 1.591 -1.156 5.170  0.277
H 0.199 -2.257 4.917  0.533
H 2.992 -3.265 4.323  0.445
H 2.701 -2.970 6.044  0.492
H 1.790 -5.149 5.964  0.344
H 0.392 -4.354 5.215  0.364
H 2.217 -6.262 3.988  0.266
H 2.133 -4.814 2.987  0.435
H -0.708 -6.241 1.652  0.355
H 0.969 -5.763 1.365  0.353
H -0.217 -4.499 1.774  0.078
H 1.977 4.208 2.112  0.291
H 3.484 3.907 1.584  0.355
H 2.501 1.037 3.054  0.324
H 0.715 4.435 -0.309  0.498
H 0.846 4.507 -2.020  0.630
H -1.919 3.988 -0.808  0.344
H -1.377 4.675 -2.412  0.285

The total charge is +1. For the HOMO energy, the calculation gives -11.469 eV. For the max |F|, the calculation gives 4.951 eV Å⁻¹. The value obtained for the lowest unoccupied orbital energy is -4.42 eV.

[5]
This record from the Open Molecules 2025 dataset describes C38H35ClEuN2Si2 as an isolated structure in a non-equilibrium geometry. The level of theory is the ωB97M-V functional and the def2-TZVPD basis.

Last column: Mulliken charge in e.
Positions of all 79 atoms, in Å:
C -1.940 -0.405 4.360  -0.319
C -2.650 -0.040 3.179  -0.950
C -2.383 -1.028 2.179  -0.630
H -3.333 0.810 3.081  0.418
C -1.497 -1.996 2.744  -0.513
C -1.236 -1.615 4.096  -0.721
H -0.705 -2.209 4.846  0.555
H -2.010 0.094 5.332  0.443
H -2.815 -1.072 1.174  0.737
H -1.140 -2.900 2.240  0.505
Eu 0.005 0.296 2.437  0.889
Si 0.755 -0.021 -0.801  0.320
C -0.322 1.495 -0.853  1.018
C 0.128 2.677 -1.470  -0.775
H 1.150 2.709 -1.871  0.394
C -0.728 3.763 -1.624  -0.559
H -0.421 4.621 -2.226  0.435
C -2.001 3.745 -1.043  -0.688
H -2.671 4.596 -1.170  0.412
C -2.412 2.633 -0.305  -0.852
H -3.385 2.630 0.197  0.454
C -1.590 1.496 -0.237  0.139
H -1.974 0.600 0.273  0.284
C -0.221 -1.549 -1.158  1.978
C -1.449 -1.527 -1.842  -0.136
H -1.823 -0.594 -2.274  0.148
C -2.211 -2.698 -1.935  -0.841
H -3.157 -2.684 -2.484  0.408
C -1.790 -3.868 -1.299  -0.617
H -2.413 -4.766 -1.324  0.442
C -0.579 -3.886 -0.596  -0.846
H -0.257 -4.796 -0.087  0.467
C 0.204 -2.732 -0.528  -0.925
H 1.137 -2.714 0.043  0.337
H 1.378 -0.155 0.575  -0.486
Si 1.773 0.182 -3.873  0.632
C 1.099 -1.428 -4.497  0.706
C 0.354 -1.473 -5.699  -0.360
H 0.113 -0.549 -6.231  0.325
C -0.069 -2.697 -6.225  -0.606
H -0.633 -2.719 -7.154  0.392
C 0.223 -3.894 -5.571  -0.584
H -0.122 -4.846 -5.975  0.387
C 0.969 -3.857 -4.391  -0.393
H 1.202 -4.785 -3.867  0.391
C 1.432 -2.646 -3.873  -0.413
H 2.054 -2.641 -2.973  0.228
C 0.748 1.544 -4.602  0.335
C -0.652 1.590 -4.494  0.228
H -1.180 0.861 -3.872  0.072
C -1.373 2.592 -5.154  -0.592
H -2.450 2.653 -5.003  0.413
C -0.726 3.504 -5.994  -0.558
H -1.301 4.276 -6.511  0.381
C 0.660 3.414 -6.164  -0.576
H 1.162 4.114 -6.829  0.384
C 1.395 2.446 -5.481  -0.624
H 2.474 2.354 -5.617  0.351
H 3.130 0.345 -4.423  -0.394
Cl 2.674 0.210 -1.780  -0.442
N 1.804 -1.030 3.852  -0.319
C 2.091 -0.527 5.179  0.294
C 2.753 -1.281 6.137  -0.770
C 2.941 -0.765 7.438  -0.493
C 2.475 0.498 7.783  -0.998
C 1.748 1.274 6.840  0.938
C 1.090 2.479 7.175  -0.723
C 0.241 3.085 6.254  -0.759
C 0.112 2.515 4.974  -0.154
N 0.783 1.414 4.597  -0.279
C 1.579 0.758 5.513  -0.058
H 2.634 -0.979 3.257  0.300
H 1.527 -2.017 3.889  0.346
H 3.131 -2.278 5.882  0.344
H 3.462 -1.356 8.186  0.352
H 2.625 0.906 8.787  0.342
H 1.252 2.902 8.165  0.343
H -0.315 3.985 6.494  0.373
H -0.535 2.960 4.222  0.312

The total charge is 0. For the HOMO energy (spin up / spin down), the calculation gives -4.072 / -5.833 eV. For the max |F|, the calculation gives 2.232 eV Å⁻¹. The value obtained for the lowest unoccupied orbital energy (spin up / spin down) is -0.34 / -0.60 eV. The calculation puts the energy above the lowest of the compared OMol25 structures with the same formula, charge and spin at 0.0 kJ/mol. The expectation value of S² is 15.87. Its spin multiplicity is 8.